(1)
Computed, not measured: a cluster of 9 separate species, C29H82N6O10 in total at a distorted geometry, with ωB97M-V/def2-TZVPD.

Summary:
largest force on an atom	5.5	eV Å⁻¹
E_LUMO (alpha / beta)	-2.9596 / -8.2290	eV
HOMO energy (alpha / beta)	-0.3716 / -0.3716	hartree
net charge	+1
gap between HOMO and LUMO (alpha / beta)	7.15 / 1.88	eV
2S+1	2

Last column: Mulliken charge in e.
Cartesian coordinates (Å):
C 2.62588 4.14711 1.30489  -0.15
O 2.01735 4.37466 0.03786  -0.53
H 3.32627 4.88051 1.70448  0.37
H 1.82541 4.05855 2.03940  -0.12
H 3.22286 3.23524 1.31926  0.21
H 1.77045 3.47505 -0.18873  0.30
C 5.62351 -2.55111 -1.82175  -0.74
O 4.68588 -3.18945 -1.01443  -0.46
H 6.49367 -2.20316 -1.26511  0.28
H 5.97841 -3.33488 -2.49097  0.30
H 5.13858 -1.74819 -2.37698  0.21
H 4.96457 -3.91698 -0.45351  0.33
C -1.70109 -3.04348 2.60788  -0.26
O -3.12188 -2.96744 2.53120  -0.54
H -1.37962 -4.04963 2.33878  0.40
H -1.33243 -2.43331 1.78333  0.02
H -1.38437 -2.59392 3.54899  0.10
H -3.29587 -3.04104 1.58998  0.30
C 2.70863 2.59877 -4.13328  -0.65
O 1.36029 2.37978 -4.53843  -0.28
C 1.25518 1.32521 -5.46041  -0.66
C -0.29372 1.31722 -5.68178  -0.54
N -0.64269 0.17444 -6.57553  0.07
C -2.16492 0.03959 -6.86966  -0.22
C -2.74684 1.23087 -7.65788  -0.58
O -4.12875 0.92433 -8.03053  -0.34
C -4.88362 2.07943 -8.38964  -0.73
H 3.31638 2.50985 -5.03374  0.37
H 3.05183 1.82404 -3.44764  0.16
H 2.90280 3.58988 -3.72328  0.28
H 1.63429 0.36500 -5.11057  0.41
H 1.61029 1.47734 -6.47966  0.43
H -0.56109 2.27933 -6.11878  0.27
H -0.87991 1.31204 -4.76284  0.47
H -0.08978 0.35044 -7.40222  0.41
H -2.73461 -0.19814 -5.97131  -0.05
H -2.24794 -0.89529 -7.42392  0.41
H -2.19716 1.47291 -8.56748  0.42
H -2.62789 2.16769 -7.11353  0.42
H -4.94484 2.82683 -7.59859  0.33
H -5.88327 1.71758 -8.63020  0.26
H -4.41308 2.54476 -9.25576  0.32
C 2.29420 -0.80175 -1.61557  -0.83
C 2.19888 -0.87565 -0.09862  0.76
C 0.90537 -0.30718 0.57020  -0.55
O 1.01895 1.15858 0.76736  -0.24
C -0.17047 1.82922 1.14264  -0.48
N 2.21833 -2.28677 0.18027  -0.39
H 1.91770 0.17877 -1.90701  0.32
H 1.65252 -1.50679 -2.14403  -0.08
H 3.34309 -0.92378 -1.88578  0.02
H 3.05543 -0.40790 0.38680  0.17
H 0.82422 -0.78285 1.54757  -0.16
H 0.04486 -0.55910 -0.04961  0.52
H -1.05922 1.21299 1.00666  0.45
H -0.24223 2.76410 0.58682  0.33
H -0.19588 1.94507 2.22617  -0.14
H 3.01066 -2.73325 -0.25902  0.51
H 2.33016 -2.37433 1.18023  -0.07
C -0.69650 -4.01607 -2.48182  -1.40
C -1.79820 -4.51205 -3.46032  0.65
C -2.58025 -3.37362 -4.14832  -0.59
O -3.35236 -2.75178 -3.15084  -0.33
C -4.01660 -1.61208 -3.69987  -0.94
N -1.10502 -5.32006 -4.40512  -0.70
H 0.12134 -3.55454 -3.03520  0.23
H -0.32012 -4.92188 -2.00649  0.35
H -0.99973 -3.32758 -1.69306  0.35
H -2.47126 -5.15940 -2.89816  0.25
H -3.16131 -3.79373 -4.96928  0.41
H -2.05225 -2.59892 -4.70434  0.18
H -3.51390 -0.64498 -3.68942  0.30
H -4.90878 -1.38263 -3.11722  0.38
H -4.39621 -1.68191 -4.71924  0.38
H -0.16257 -5.08837 -4.68476  0.25
H -1.48113 -5.19718 -5.33438  0.23
C -0.86757 4.66685 3.18305  -1.06
C -1.81948 5.01066 4.32056  0.69
C -2.90338 6.01555 3.98046  -0.89
O -2.50204 7.35636 3.99249  -0.31
C -3.44319 8.35641 3.79120  -0.75
N -2.41666 3.78012 4.69172  -0.67
H -0.26233 5.49901 2.82349  0.52
H -1.46749 4.27897 2.35980  0.30
H -0.22727 3.81340 3.40610  -0.44
H -1.37922 5.16110 5.30628  0.52
H -3.75371 5.82472 4.63517  0.37
H -3.20322 5.81015 2.95284  0.38
H -3.98742 8.17217 2.86494  0.30
H -2.94085 9.32375 3.79162  0.23
H -4.15619 8.29758 4.61356  0.31
H -1.69240 3.09980 4.87258  0.27
H -2.77692 4.05484 5.59440  0.28
C 3.38713 -6.09703 2.42155  -1.67
C 3.87357 -4.78251 1.67718  0.75
C 4.03826 -3.62095 2.66667  -0.76
O 2.67294 -3.10546 3.03336  -0.37
C 2.73290 -1.73363 3.61190  -0.60
N 5.09373 -5.25610 1.04906  -0.72
H 3.10325 -6.84216 1.67840  0.46
H 2.47848 -5.96436 3.00880  0.39
H 4.09156 -6.59122 3.09061  0.36
H 3.19159 -4.64174 0.83862  0.05
H 4.52327 -2.83484 2.08797  0.33
H 4.68095 -3.77865 3.53279  0.56
H 1.80286 -1.37306 4.05136  0.01
H 2.93147 -0.95892 2.87130  0.32
H 3.48748 -1.69258 4.39742  0.38
H 5.83653 -5.48804 1.69292  0.26
H 4.96132 -6.19943 0.71336  0.23
C -2.78833 -0.04780 4.63231  -0.95
C -1.95131 -0.27444 5.85137  0.40
C -0.51533 0.29166 5.58177  -0.26
O -0.52455 1.68534 5.58838  -0.36
C 0.76952 2.24460 5.49496  -0.81
N -2.59675 0.30579 6.99211  -0.75
H -2.87044 0.99611 4.32961  0.18
H -3.74338 -0.57292 4.64743  0.41
H -2.34085 -0.41745 3.70970  0.01
H -1.87506 -1.36122 5.88589  0.25
H -0.10376 0.07990 4.59492  -0.21
H 0.20924 -0.18211 6.24406  0.52
H 1.52845 1.69031 6.04714  0.40
H 0.73339 3.31271 5.70925  0.26
H 1.13336 2.24808 4.46748  0.19
H -3.55671 0.04444 7.16616  0.32
H -2.70475 1.29117 6.79854  0.24

Atomic forces in eV per Å
C -0.07 -0.42 0.98
O 0.75 0.03 0.19
H -0.28 0.73 -0.81
H 0.07 -0.14 0.30
H -0.19 -0.31 -0.16
H -0.26 -0.05 -0.49
C 0.80 -1.38 -0.10
O -1.80 0.81 0.36
H -0.04 0.38 0.08
H 0.36 0.43 -0.67
H 0.13 -0.08 0.11
H 1.08 -0.43 0.19
C -0.47 0.52 -1.17
O -0.11 -0.07 0.10
H 0.37 -0.18 0.88
H 0.57 0.35 0.13
H 0.18 -0.61 -0.01
H -0.48 -0.03 0.05
C 0.89 -0.34 -0.67
O 0.41 -0.10 -0.37
C -2.23 0.48 0.35
C 0.76 -2.34 0.87
N -3.29 4.38 0.35
C 1.08 -1.78 0.03
C -1.05 0.49 -1.01
O 2.03 -0.12 1.40
C 0.26 -0.01 -0.27
H 0.34 0.13 -0.02
H -0.18 0.01 0.24
H -0.67 -0.10 0.10
H 0.02 -0.04 0.33
H 0.96 0.59 0.01
H -0.06 0.10 -0.83
H 0.12 -0.48 0.11
H 0.50 -1.20 -0.73
H 0.41 0.64 0.39
H -0.03 0.19 -0.53
H 0.32 -0.57 -0.35
H -0.57 -0.03 0.68
H 0.04 -0.12 0.26
H 0.16 0.09 -0.04
H -0.20 0.11 -0.21
C -0.31 1.56 0.18
C -0.81 -0.45 -0.07
C 1.17 1.30 -0.29
O 0.21 -1.53 -0.91
C -0.14 -0.98 0.53
N -0.73 -0.43 0.99
H 0.37 0.37 -0.35
H 0.12 -0.40 0.39
H -0.23 0.02 -0.31
H 0.16 0.66 -0.21
H -0.23 -0.04 0.10
H -0.22 0.11 0.03
H -0.16 -0.06 -0.69
H -0.09 0.04 0.29
H 0.28 0.63 0.13
H 0.15 0.15 -0.18
H -0.10 -0.66 0.16
C -0.59 -0.33 0.05
C 1.54 1.87 0.55
C -0.02 -0.71 0.64
O -0.83 1.37 -1.13
C -1.17 0.33 0.68
N 0.28 -1.10 -2.40
H 0.03 0.04 -0.09
H 0.26 0.13 0.11
H -0.30 -0.06 -0.13
H -0.42 0.30 -0.09
H -0.82 -0.42 0.13
H 1.26 0.11 0.31
H 1.13 -0.12 0.30
H -0.02 -0.41 0.28
H 0.16 -0.85 -0.29
H 0.61 0.44 1.29
H -1.06 -0.55 -0.19
C 0.08 0.48 -0.24
C 1.64 0.32 0.09
C -0.36 0.25 -0.84
O 2.21 -0.18 0.66
C -0.68 -0.72 0.28
N -2.37 -1.54 0.09
H -0.01 0.00 0.03
H -0.25 0.27 -0.19
H 0.21 0.26 0.45
H 1.32 2.11 -0.56
H -0.25 0.16 0.22
H -0.48 -0.44 -0.21
H -0.12 0.29 -0.30
H -0.03 -0.17 -0.09
H -0.36 0.40 0.10
H -0.04 -0.20 0.07
H -0.72 -1.08 0.39
C -1.50 0.60 -0.03
C -0.49 -3.55 2.25
C -1.51 1.61 -1.40
O 1.44 0.86 0.62
C 0.43 -1.04 -0.33
N 1.79 0.67 -0.95
H 0.11 -0.03 -0.22
H -0.10 0.29 0.08
H 0.50 0.49 -0.08
H -0.30 0.79 0.50
H 0.15 0.39 -0.01
H -0.35 -0.56 0.20
H -0.39 -0.99 0.01
H 0.51 -0.24 -0.44
H 0.12 -0.03 -0.06
H 0.23 0.79 0.66
H -0.69 -0.01 -0.62
C -0.16 0.16 -2.23
C 0.29 -0.06 -1.81
C -0.45 -0.79 -0.11
O 0.29 0.92 1.17
C 0.10 0.23 -0.81
N 0.54 0.81 1.28
H -0.56 0.34 0.69
H -0.19 0.37 0.35
H 0.45 -0.62 0.00
H 0.30 -0.09 0.78
H -0.54 -1.00 -0.53
H 0.08 0.47 0.76
H -0.19 0.18 0.56
H -0.10 -0.17 0.67
H -0.06 -0.41 -0.54
H 0.05 -0.85 -0.33
H 0.36 0.38 0.09

(2)
Computed, not measured: a structure of composition C16H22N2O5S at a distorted geometry, with ωB97M-V/def2-TZVPD.

Summary:
largest force on an atom	17.6	eV Å⁻¹
E_LUMO	-0.0438	eV
HOMO energy	-0.3001	hartree
gap between HOMO and LUMO	8.12	eV
energy above the lowest of the compared OMol25 structures with the same formula, charge and spin	19.3924	eV

Last column: Mulliken charge in e.
Cartesian coordinates (Å):
C 1.10932 -4.66159 1.72289  -0.90
C 0.28724 -4.19529 0.39877  -0.31
H -0.86565 -4.16192 0.61155  0.31
H 0.48934 -5.00064 -0.41558  0.35
O 0.91670 -3.02241 -0.24025  -0.25
C 0.30306 -2.01941 0.52783  -0.48
O -0.36867 -2.03815 1.63718  -0.65
C 0.65119 -0.80488 -0.38074  1.39
C 1.88337 -0.23177 -0.39232  -0.38
N 1.79531 1.02595 -1.05912  0.69
C 0.30971 0.98837 -1.52682  -0.45
C -0.27850 -0.09606 -1.12851  1.45
S -1.73266 -0.28988 -1.41310  1.15
O -2.36911 0.01774 -2.65827  -0.79
O -2.09964 -1.73727 -1.07189  -0.77
N -2.74396 0.65947 -0.18014  0.35
C -4.06026 0.62232 -0.41989  -1.05
H -4.51078 -0.41487 0.03304  0.34
H -4.49096 0.58703 -1.66422  0.18
H -4.77718 1.34745 0.06493  0.40
C -2.25676 0.60888 0.97699  -1.02
C -1.29274 1.53476 1.39092  0.19
C -1.22394 2.92674 0.86352  -0.92
C 0.10046 3.35632 1.41501  -0.47
C 0.63951 2.29168 1.61631  -0.12
O -0.11625 1.37346 1.85692  -0.11
H 1.86444 2.31599 2.40373  0.10
H 0.43150 4.37759 1.03361  0.36
H -1.82079 3.45597 0.42194  1.02
H -1.90341 -0.28601 1.39320  0.32
H -3.22672 0.86967 1.65067  0.52
C 0.07324 2.17083 -2.50178  -1.69
H -1.02692 1.96125 -2.74134  0.28
H 0.08220 3.15498 -1.82825  0.32
H 0.74876 2.33148 -3.21878  0.56
C 2.62593 1.87660 -1.32290  -1.35
H 3.47591 1.55331 -2.32103  0.21
H 2.35130 2.88469 -1.30881  0.46
H 3.42364 1.96128 -0.42149  0.35
C 3.03655 -0.72195 0.42333  -1.76
H 3.46492 0.23653 1.27092  0.20
H 3.86547 -0.78377 -0.15824  0.51
H 3.07115 -1.63515 0.84773  0.61
H 2.34058 -4.73904 1.45963  0.19
H 0.82942 -5.82410 1.93412  0.34
H 0.99468 -3.82616 2.41874  0.32

Atomic forces in eV per Å
C 1.89 -1.55 -2.82
C 1.29 -4.42 -0.73
H 2.41 0.60 -0.60
H -0.67 1.17 1.46
O -3.74 -0.16 4.56
C -0.79 1.95 0.80
O 3.77 -0.28 -5.93
C 0.63 -2.28 3.28
C -0.58 0.43 1.05
N -13.28 -11.30 2.21
C 7.66 7.00 -2.85
C 6.86 1.11 1.84
S -15.39 -7.39 0.55
O 1.50 1.71 -0.80
O 2.04 3.38 -0.01
N 2.74 0.93 -10.79
C -7.66 -3.43 -2.73
H 0.65 1.83 -1.13
H 1.98 0.24 3.85
H 1.53 0.03 -0.33
C -1.68 -0.87 10.89
C -0.69 9.75 -4.31
C 6.98 -8.17 8.11
C -6.65 11.49 -7.42
C 14.17 -2.03 6.98
O -1.04 -10.19 2.34
H -3.63 -0.62 -2.75
H 0.14 -1.61 1.29
H -6.74 5.52 -4.71
H 0.04 -2.52 0.27
H 2.01 -0.81 -0.62
C -5.48 -0.25 6.15
H 1.64 0.98 -0.72
H -0.16 -1.99 -1.29
H 2.41 -0.07 -3.05
C 13.64 5.78 -1.98
H -2.48 1.32 2.36
H -0.91 1.51 -0.90
H -1.31 -0.41 -1.75
C 0.35 6.78 1.52
H -1.65 -3.02 -2.27
H 2.69 0.19 -2.20
H -1.20 -2.86 1.87
H -3.42 0.34 0.48
H 0.31 3.24 0.17
H -0.18 -1.02 0.65

(3)
Computed, not measured: a structure of composition C19H17N3OPd, with ωB97M-V/def2-TZVPD.

Summary:
largest force on an atom	0.5	eV Å⁻¹
E_LUMO	0.3596	eV
HOMO energy	-0.2857	hartree
gap between HOMO and LUMO	8.13	eV
energy above the lowest of the compared OMol25 structures with the same formula, charge and spin	0.7610	eV

Last column: Mulliken charge in e.
Cartesian coordinates (Å):
Pd 0.01666 0.21956 -0.25504  0.40
O 1.27831 -1.17694 3.50100  -0.77
C 1.26963 -0.88966 2.29927  -0.28
N 0.18539 -0.59011 1.58925  -0.03
C -1.08670 -0.72176 2.26259  -0.71
C -2.19130 -0.96060 1.24749  0.59
C -3.48728 -1.26338 1.65035  -0.73
C -4.47659 -1.42849 0.70047  -0.22
C -4.15111 -1.28857 -0.64340  -0.75
C -2.84314 -0.99663 -0.96952  -0.24
N -1.88683 -0.84038 -0.04968  -0.16
C 2.58281 -0.96410 1.53414  0.77
C 3.73901 -1.18800 2.27467  -0.46
C 4.94836 -1.29896 1.61335  -0.34
C 4.96591 -1.18725 0.23179  -0.61
C 3.76279 -0.97048 -0.42040  -0.16
N 2.59407 -0.86119 0.20443  -0.14
H -1.34652 0.16943 2.85078  0.22
H -1.05899 -1.55024 2.97691  0.42
H -3.70141 -1.36113 2.70669  0.41
H -5.49027 -1.66213 0.99942  0.41
H -4.89189 -1.40422 -1.42186  0.39
H -2.53130 -0.87364 -1.99945  0.50
H 3.65046 -1.27262 3.34784  0.44
H 5.86359 -1.47273 2.16503  0.41
H 5.88533 -1.26917 -0.33209  0.37
H 3.73861 -0.88192 -1.50248  0.38
C 1.11352 1.95994 -0.09345  -1.07
C 0.26111 2.10989 -1.24520  0.46
C -0.90777 2.92922 -1.27462  -0.64
C -1.82261 2.81772 -2.27897  -0.55
C -1.65357 1.86369 -3.30808  -0.37
C -0.56330 1.04121 -3.30319  -0.79
C 0.39786 1.12885 -2.26377  0.23
H 0.88764 2.58347 0.76289  0.29
H 2.16512 1.74400 -0.23531  0.32
H -1.04905 3.64997 -0.47840  0.40
H -2.69513 3.45847 -2.28588  0.40
H -2.38793 1.79574 -4.10062  0.40
H -0.41375 0.31980 -4.09661  0.39
H 1.33027 0.58335 -2.36035  0.42

Atomic forces in eV per Å
Pd -0.15 0.32 0.32
O 0.00 -0.02 -0.01
C -0.10 -0.12 -0.04
N -0.24 0.10 0.23
C 0.00 -0.13 -0.23
C 0.20 0.02 0.16
C -0.05 -0.03 0.02
C 0.04 0.01 0.00
C 0.00 -0.02 0.02
C -0.01 -0.05 0.00
N 0.09 -0.08 -0.15
C 0.05 0.04 0.04
C 0.01 0.04 0.00
C 0.01 0.00 0.01
C -0.01 0.01 0.00
C 0.01 0.01 -0.02
N 0.02 -0.13 0.08
H 0.00 0.02 -0.04
H -0.01 -0.01 0.01
H -0.01 0.00 -0.01
H 0.00 0.00 0.00
H 0.00 0.00 0.01
H -0.01 0.02 0.00
H 0.00 0.00 0.00
H 0.00 0.00 0.00
H 0.00 0.00 0.00
H -0.01 -0.01 0.00
C 0.10 -0.12 -0.27
C -0.01 0.04 -0.09
C 0.05 0.07 0.09
C 0.00 -0.01 0.00
C -0.01 -0.01 -0.03
C 0.04 0.02 0.04
C -0.12 0.00 -0.11
H 0.02 -0.04 0.08
H 0.02 0.04 -0.06
H 0.01 0.01 -0.01
H 0.01 0.01 0.00
H 0.01 -0.01 0.00
H -0.01 0.00 0.00
H 0.03 0.04 -0.03

> Which of these has the highest largest force on an atom?

C16H22N2O5S

> Number 1 is which compound?

C29H82N6O10

> The highest largest force on an atom belongs to which entry?

C16H22N2O5S

> Among the records above, which one has the highest largest force on an atom?

C16H22N2O5S